[1]
This record from the OMol25 dataset describes a cluster of 8 separate species, C20H40Cl8O12 in total in a non-equilibrium geometry. The level of theory is ωB97M-V/def2-TZVPD.

Each line ends with the Mulliken charge.
Cartesian coordinates (Å):
C (17.044, 15.858, 15.468)  0.59
Cl (18.136, 14.911, 16.588)  -0.20
Cl (16.626, 17.383, 16.253)  -0.17
H (17.679, 16.077, 14.599)  -0.30
H (16.179, 15.187, 15.433)  0.06
C (17.308, 17.020, 11.599)  0.05
Cl (17.237, 15.455, 10.811)  -0.11
Cl (17.391, 18.330, 10.457)  -0.17
H (16.411, 17.124, 12.193)  0.35
H (18.195, 17.022, 12.285)  -0.10
C (18.328, 12.158, 12.451)  -0.16
Cl (16.947, 11.189, 11.757)  -0.02
Cl (18.030, 13.045, 13.956)  0.04
H (19.075, 11.400, 12.609)  0.12
H (18.624, 12.845, 11.631)  0.02
C (15.379, 9.511, 7.559)  -0.23
Cl (16.496, 8.903, 8.794)  -0.08
Cl (15.466, 11.341, 7.663)  -0.16
H (15.693, 9.101, 6.626)  0.41
H (14.390, 9.245, 7.947)  0.08
C (17.614, 6.345, 11.131)  -1.12
C (18.525, 7.373, 11.722)  0.15
O (18.335, 7.415, 13.151)  -0.34
C (18.899, 8.510, 13.667)  0.70
O (19.733, 9.222, 13.216)  -0.55
O (18.257, 8.675, 14.897)  -0.33
C (18.712, 9.719, 15.631)  -0.17
H (16.551, 6.616, 11.049)  0.19
H (17.723, 5.441, 11.737)  0.36
H (18.055, 6.256, 10.098)  0.32
H (18.295, 8.361, 11.274)  0.10
H (19.538, 7.061, 11.339)  0.28
H (18.531, 10.705, 15.108)  -0.22
H (19.775, 9.619, 15.846)  0.34
H (18.089, 9.699, 16.529)  0.25
C (11.772, 14.090, 12.841)  -1.16
C (11.735, 12.697, 13.452)  -0.34
O (12.956, 12.099, 13.764)  -0.26
C (13.576, 12.500, 14.849)  0.64
O (13.277, 13.404, 15.570)  -0.60
O (14.633, 11.647, 15.068)  -0.18
C (15.409, 11.785, 16.260)  -0.41
H (12.126, 14.883, 13.540)  0.32
H (10.714, 14.368, 12.686)  0.37
H (12.319, 14.120, 11.905)  0.31
H (11.243, 11.927, 12.802)  0.34
H (11.088, 12.703, 14.322)  0.36
H (15.271, 12.742, 16.732)  0.36
H (16.460, 11.581, 15.950)  -0.14
H (15.040, 11.050, 16.976)  0.32
C (11.374, 11.472, 7.756)  -0.99
C (11.181, 10.257, 8.665)  -0.37
O (12.431, 9.804, 9.232)  -0.25
C (12.443, 9.828, 10.600)  0.70
O (11.546, 10.142, 11.322)  -0.62
O (13.640, 9.303, 10.932)  -0.22
C (13.900, 9.413, 12.322)  0.30
H (10.340, 11.961, 7.543)  0.29
H (11.833, 11.229, 6.840)  0.31
H (12.010, 12.235, 8.196)  0.29
H (10.865, 9.379, 8.034)  0.25
H (10.424, 10.433, 9.413)  0.39
H (14.939, 9.492, 12.407)  -0.09
H (13.593, 8.520, 12.894)  0.34
H (13.394, 10.288, 12.713)  -0.20
C (21.066, 13.863, 10.843)  -1.54
C (20.526, 14.926, 11.822)  0.69
O (21.565, 15.100, 12.819)  -0.36
C (21.147, 15.666, 13.961)  0.81
O (20.135, 16.281, 14.130)  -0.59
O (22.134, 15.509, 14.831)  -0.34
C (22.068, 16.175, 16.090)  -0.58
H (20.298, 13.640, 10.113)  0.38
H (21.389, 13.048, 11.437)  0.37
H (21.934, 14.339, 10.384)  0.43
H (19.565, 14.592, 12.247)  -0.50
H (20.258, 15.829, 11.345)  0.40
H (21.048, 16.612, 16.271)  0.28
H (22.839, 16.991, 16.086)  0.25
H (22.187, 15.411, 16.910)  0.23

* highest occupied orbital energy: -10.8 eV
* SMILES: CCOC(=O)OC.CCOC(=O)OC.CCOC(=O)OC.CCOC(=O)OC.ClCCl.ClCCl.ClCCl.ClCCl
* Kohn-Sham gap: 11.273 eV
* multiplicity: 1
* LUMO energy: 0.51 eV



[2]
This record from the OMol25 dataset describes a structure of composition C13H20IMnN2O2S4. The level of theory is ωB97M-V/def2-TZVPD.

Each line ends with the Löwdin spin population.
Cartesian coordinates (Å):
Mn (0.262, 0.554, -0.295)  4.67
C (-0.874, -2.686, -1.107)  0.00
C (-1.495, -2.024, -2.330)  0.00
S (-1.240, -0.219, -2.501)  0.03
C (-2.934, 0.432, -2.224)  0.00
C (-3.085, 1.514, -1.162)  0.00
S (-2.268, 1.291, 0.446)  0.03
C (-3.108, -0.129, 1.216)  0.00
C (-2.860, -1.506, 0.613)  0.00
S (-1.074, -1.871, 0.506)  0.03
H (0.212, -2.720, -1.200)  0.00
H (-1.247, -3.706, -1.027)  0.00
H (-2.566, -2.204, -2.396)  0.00
H (-1.035, -2.461, -3.215)  0.00
H (-3.573, -0.423, -2.018)  0.00
H (-3.243, 0.856, -3.179)  0.00
H (-4.147, 1.680, -0.979)  0.00
H (-2.654, 2.452, -1.515)  0.00
H (-4.175, 0.092, 1.233)  0.00
H (-2.736, -0.096, 2.240)  0.00
H (-3.300, -1.606, -0.376)  0.00
H (-3.309, -2.260, 1.260)  0.00
O (0.664, 0.586, 1.763)  0.06
N (1.513, -0.286, 2.282)  0.01
C (1.514, -0.430, 3.623)  0.00
C (2.383, -1.280, 4.250)  0.00
C (3.286, -2.010, 3.478)  0.00
C (3.265, -1.868, 2.111)  0.00
C (2.353, -1.008, 1.487)  0.01
S (2.282, -0.846, -0.227)  0.06
H (0.794, 0.185, 4.141)  0.00
H (2.355, -1.372, 5.326)  0.00
H (3.995, -2.678, 3.947)  0.00
H (3.947, -2.412, 1.474)  0.00
N (2.555, 2.569, -2.969)  0.01
C (1.914, 2.803, -1.826)  0.01
O (0.933, 2.132, -1.481)  0.05
C (2.431, 3.922, -0.972)  0.00
I (4.110, 3.182, 0.159)  0.00
H (2.296, 1.779, -3.537)  0.00
H (3.389, 3.076, -3.212)  0.00
H (1.683, 4.230, -0.253)  0.00
H (2.784, 4.766, -1.555)  0.00

* highest occupied orbital energy (spin up / spin down): -10.4 / -10.5 eV
* Kohn-Sham gap (spin up / spin down): 7.876 / 7.907 eV
* multiplicity: 6
* LUMO energy (spin up / spin down): -2.55 / -2.64 eV
* total charge: +1



[3]
This record from the OMol25 dataset describes the molecule C2H4N4 in a non-equilibrium geometry. The level of theory is ωB97M-V/def2-TZVPD.

Each line ends with the Mulliken charge.
Cartesian coordinates (Å):
C (-0.558, -1.511, -1.961)  0.08
C (0.283, 0.551, 0.761)  -0.65
N (0.626, -1.035, -2.326)  -0.40
N (-1.016, -1.090, -0.855)  -0.54
N (1.016, -0.199, -1.451)  -0.38
N (0.238, -0.234, -0.448)  0.59
H (-1.079, -2.236, -2.580)  0.42
H (-0.335, 1.386, 0.749)  0.32
H (-0.046, -0.121, 1.459)  0.27
H (1.314, 1.036, 0.750)  0.29

* highest occupied orbital energy: -10.5 eV
* SMILES: Cn1ncnn1
* Kohn-Sham gap: 11.438 eV
* multiplicity: 1
* LUMO energy: 0.94 eV



Which relative energy (zero: lowest compared OMol25 entry of this formula, charge and spin) belongs to each record? In order, 0.000, 0.318, 2.634 eV.